Entry a
C6H11NO2 | ωB97M-V/def2-TZVPD

Geometry as XYZ:
```
20
Properties=species:S:1:pos:R:3
C 1.634 0.745 -0.994
C 0.855 0.978 0.284
O 1.397 1.370 1.323
C -0.678 1.539 -0.011
C -1.672 0.517 0.537
C -1.037 -0.793 0.189
O -1.251 -1.296 -1.061
C 0.058 -1.243 0.897
N 0.706 -2.437 0.574
H 2.699 0.640 -0.771
H 1.281 -0.154 -1.502
H 1.508 1.591 -1.672
H -0.728 2.484 0.534
H -0.839 1.721 -1.076
H -2.670 0.613 0.093
H -1.752 0.617 1.623
H -1.993 -0.828 -1.478
H 0.102 -1.025 1.963
H 0.746 -2.563 -0.436
H 1.636 -2.474 0.983
```

Orbital gap (eV): 8.167
HOMO energy (eV): -7.6
LUMO (eV): 0.564
Net charge: 0
SMILES string: CC(=O)CC/C(O)=C/N

Atomic partial charges in e from the Löwdin method, atoms 1 to 4: C -0.023; C -0.437; O 0.022; C -0.098

Entry b
C6H11NO2 | ωB97M-V/def2-TZVPD

Geometry as XYZ:
```
20
Properties=species:S:1:pos:R:3
C 0.087 -0.016 2.312
C -0.637 0.270 1.022
C -2.026 0.645 0.955
C 0.409 0.839 -0.007
C -0.182 -0.603 -0.158
O -0.894 -0.851 -1.287
H 0.972 -0.563 1.897
H -0.470 -0.718 2.908
H 0.197 0.957 2.757
H -2.607 -0.330 1.220
H -2.362 1.119 -0.048
H -2.406 1.381 1.657
H 1.375 0.882 0.538
H 0.052 1.546 -0.705
H 0.567 -1.246 0.034
H -1.526 -1.554 -1.268
N 1.803 -0.854 -3.025
C 2.910 -0.377 -2.996
O 3.942 0.127 -3.100
H 0.795 -0.654 -2.703
```

Orbital gap (eV): 10.146
HOMO energy (eV): -9.6
LUMO (eV): 0.577
Net charge: 0
SMILES string: CC1(C)C[C@@H]1O.N=C=O

Atomic partial charges in e from the Löwdin method, atoms 1 to 4: C -0.031; C -0.520; C -0.070; C -0.004

Energies in kcal/mol, measured from the most stable structure: entry a 0.0; entry b 12.8.

Entry a
C6H11NO2 | ωB97M-V/def2-TZVPD

Geometry as XYZ:
```
20
Properties=species:S:1:pos:R:3
C 2.045 -1.383 -1.249
O 0.894 -0.507 -1.443
C 0.451 0.073 -0.323
C 1.356 0.661 0.665
C -0.922 0.119 -0.135
C -1.860 -0.310 -1.148
C -1.500 0.995 0.719
N -1.512 1.253 2.016
O -0.787 0.272 2.709
H 1.914 -2.269 -0.525
H 2.942 -0.748 -0.827
H 2.052 -1.799 -2.356
H 0.777 1.202 1.468
H 1.843 1.658 -0.070
H 2.146 -0.226 1.147
H -1.589 -0.755 -2.267
H -2.629 -0.993 -0.869
H -2.534 0.745 -1.240
H -2.382 1.394 0.156
H -0.704 0.618 3.573
```

Orbital gap (eV): 8.822
HOMO energy (eV): -8.0
LUMO (eV): 0.792
Net charge: 0
SMILES string: CO/C(C)=C(C)/C=N\O

Atomic partial charges in e from the Löwdin method, atoms 1 to 4: C -0.076; O -0.125; C -0.380; C -0.041

Entry b
C6H11NO2 | ωB97M-V/def2-TZVPD

Geometry as XYZ:
```
20
Properties=species:S:1:pos:R:3
C 2.139 0.154 0.626
C 0.516 -1.636 -0.642
C -0.168 0.744 -1.567
C -2.166 0.665 0.543
C 1.203 0.646 1.446
C -0.161 -0.214 -0.486
N 2.932 -0.142 -0.149
O 0.558 -0.239 2.414
O -1.213 -0.410 0.369
H 0.680 -2.040 0.333
H -0.091 -2.297 -1.285
H 1.471 -1.408 -1.274
H 0.054 1.744 -1.294
H -1.024 0.699 -2.195
H 0.627 0.302 -2.201
H -2.206 1.156 -0.494
H -1.701 1.515 1.159
H -2.983 0.240 0.959
H 0.833 1.669 1.591
H 0.700 -1.149 2.149
```

Orbital gap (alpha / beta) (eV): 7.999 / 7.116
HOMO energy (alpha / beta) (eV): -7.5 / -7.1
LUMO (alpha / beta) (eV): 0.477 / 0.003
Net charge: 0

Atomic partial charges in e from the Löwdin method, atoms 1 to 4: C -0.364; C -0.023; C -0.046; C -0.017

Entry c
C6H11NO2 | ωB97M-V/def2-TZVPD

Geometry as XYZ:
```
20
Properties=species:S:1:pos:R:3
C 1.353 3.257 -1.425
C 0.422 2.154 -0.888
C -0.180 2.569 0.467
C 1.213 0.914 -0.690
N 1.960 0.024 -0.640
C -0.707 1.805 -1.894
C -1.712 2.907 -2.104
O -2.902 2.709 -2.179
H 2.184 3.430 -0.729
H 1.762 2.989 -2.407
H 0.797 4.198 -1.521
H -0.727 3.515 0.346
H -0.881 1.811 0.839
H 0.608 2.728 1.215
H -0.264 1.601 -2.884
H -1.248 0.906 -1.569
H -1.316 3.939 -2.227
O 0.812 -1.784 1.398
H 1.571 -1.778 0.754
H 0.772 -0.895 1.767
```

Orbital gap (eV): 10.859
HOMO energy (eV): -10.4
LUMO (eV): 0.457
Net charge: 0
SMILES string: CC(C)(C#N)CC=O.O

Atomic partial charges in e from the Löwdin method, atoms 1 to 4: C -0.036; C -0.542; C -0.033; C -0.160

Energies in kcal/mol, measured from the most stable structure: entry a 132.7; entry b 102.1; entry c 0.0.

Entry a
C6H11NO2 | ωB97M-V/def2-TZVPD

Geometry as XYZ:
```
20
Properties=species:S:1:pos:R:3
C -1.954 -1.640 -0.672
C -1.172 -0.539 -0.822
C -1.203 0.626 0.078
N -1.152 2.110 -0.439
C -0.065 0.464 1.076
C 0.925 -0.701 0.562
C 1.918 -0.042 -0.518
O 1.626 0.961 -1.208
O 3.219 -0.337 -0.135
H -2.464 -1.644 0.221
H -1.669 -2.608 -1.256
H -0.390 -0.867 -1.676
H -2.177 0.441 0.323
H -0.107 2.221 -0.576
H -1.761 2.752 0.177
H 0.496 1.394 1.246
H -0.417 0.190 2.230
H 0.408 -1.761 0.334
H 1.689 -1.236 1.345
H 4.248 0.214 -0.290
```

Orbital gap (eV): 8.997
HOMO energy (eV): -8.9
LUMO (eV): 0.093
Net charge: 0
SMILES string: C=C[C@H](N)CCC(=O)O

Atomic partial charges in e from the Löwdin method, atoms 1 to 4: C -0.016; C -0.218; C -0.385; N 0.015

Entry b
C6H11NO2 | ωB97M-V/def2-TZVPD

Geometry as XYZ:
```
20
Properties=species:S:1:pos:R:3
C -0.260 0.108 0.821
C 0.842 -0.053 -0.082
C 0.713 -1.849 1.130
C 0.963 -1.552 -0.321
C -1.677 -0.298 0.532
C 0.466 1.184 -1.612
N -0.357 2.263 -1.481
O -0.264 1.223 1.635
O 0.980 0.886 -2.672
H 0.652 1.523 1.759
H 1.781 0.410 0.214
H -0.561 2.838 -2.293
H -0.709 2.546 -0.580
H 1.947 -1.824 -0.702
H -0.132 -2.463 1.420
H 1.557 -1.836 1.812
H 0.197 -1.933 -0.999
H -2.197 -0.522 1.467
H -1.722 -1.177 -0.108
H -2.220 0.525 0.059
```

Orbital gap (alpha / beta) (eV): 7.753 / 7.753
HOMO energy (alpha / beta) (eV): -7.1 / -7.1
LUMO (alpha / beta) (eV): 0.658 / 0.658
Net charge: 0

Atomic partial charges in e from the Löwdin method, atoms 1 to 4: C -0.410; C -0.162; C -0.002; C -0.210

Energies in kcal/mol, measured from the most stable structure: entry a 42.7; entry b 0.0.

Entry a
C6H11NO2 | ωB97M-V/def2-TZVPD

Geometry as XYZ:
```
20
Properties=species:S:1:pos:R:3
C -1.193 0.275 -0.684
C -0.282 -1.439 1.111
C -1.037 -0.676 -1.865
C 1.101 1.063 -0.473
C 1.131 0.695 0.760
C -0.408 0.080 0.949
N 1.895 0.811 1.876
O 1.625 1.043 -1.665
O -1.046 0.752 1.799
H 1.392 1.847 -2.157
H 2.703 1.413 1.845
H 1.332 0.926 2.712
H -2.158 0.079 -0.211
H -1.256 1.324 -0.990
H -1.278 -1.873 1.191
H 0.279 -1.916 0.309
H 0.253 -1.627 2.044
H -0.137 -0.496 -2.453
H -1.878 -0.563 -2.556
H -1.038 -1.718 -1.542
```

Orbital gap (alpha / beta) (eV): 7.788 / 7.787
HOMO energy (alpha / beta) (eV): -7.8 / -7.8
LUMO (alpha / beta) (eV): -0.039 / -0.039
Net charge: 0

Atomic partial charges in e from the Löwdin method, atoms 1 to 4: C -0.165; C -0.026; C -0.132; C -0.032

Entry b
C6H11NO2 | ωB97M-V/def2-TZVPD

Geometry as XYZ:
```
20
Properties=species:S:1:pos:R:3
C 0.363 0.357 -0.126
C 0.224 -0.862 0.658
C 0.713 1.780 0.431
C 2.113 1.479 0.252
C -2.243 -0.516 -0.584
C -1.303 -0.067 0.507
N 0.535 -2.104 0.076
O 0.357 0.189 -1.512
O -1.688 0.499 1.526
H 1.188 -0.214 -1.788
H 0.427 -0.781 1.718
H 0.588 -2.885 0.716
H 0.259 -2.190 -0.894
H 0.297 2.524 -0.244
H 0.320 1.840 1.445
H 2.671 0.966 1.024
H 2.645 1.829 -0.622
H -2.293 0.239 -1.370
H -1.936 -1.448 -1.057
H -3.238 -0.636 -0.158
```

Orbital gap (alpha / beta) (eV): 7.059 / 7.452
HOMO energy (alpha / beta) (eV): -6.8 / -7.2
LUMO (alpha / beta) (eV): 0.231 / 0.231
Net charge: 0

Atomic partial charges in e from the Löwdin method, atoms 1 to 4: C -0.354; C -0.220; C -0.167; C 0.010

Energies in kcal/mol, measured from the most stable structure: entry a 19.3; entry b 0.0.

Entry a
C3H4N3 | ωB97M-V/def2-TZVPD

Geometry as XYZ:
```
10
Properties=species:S:1:pos:R:3
C 1.867 0.682 -0.070
C 0.069 -0.038 0.138
C -1.271 -0.503 0.119
N 1.086 -0.901 0.469
N 2.329 -0.421 0.289
N 0.588 1.119 -0.325
H -1.866 0.287 -0.328
H -1.821 -0.870 1.062
H -1.267 -1.334 -0.494
H 0.286 1.978 -0.861
```

Orbital gap (alpha / beta) (eV): 7.863 / 7.865
HOMO energy (alpha / beta) (eV): -16.1 / -16.1
LUMO (alpha / beta) (eV): -8.233 / -8.231
Net charge: +1

Atomic partial charges in e from the Löwdin method, atoms 1 to 4: C 0.118; C -0.321; C 0.026; N 0.183

Entry b
C3H4N3 | ωB97M-V/def2-TZVPD

Geometry as XYZ:
```
10
Properties=species:S:1:pos:R:3
N -1.847 -0.612 0.120
C -0.079 -0.590 -0.073
C 0.302 0.783 -0.190
C 1.630 0.804 0.221
N 1.921 -0.499 0.236
N 0.947 -1.269 0.434
H -2.277 -1.483 0.487
H -2.261 -0.287 -0.773
H -0.525 1.446 -0.511
H 2.188 1.706 0.048
```

Orbital gap (alpha / beta) (eV): 7.071 / 7.554
HOMO energy (alpha / beta) (eV): -16.1 / -16.0
LUMO (alpha / beta) (eV): -9.023 / -8.460
Net charge: +1
SMILES string: [NH2+]=C1C=CN=N1

Atomic partial charges in e from the Löwdin method, atoms 1 to 4: N 0.243; C -0.107; C 0.046; C -0.016

Energies in kcal/mol, measured from the most stable structure: entry a 0.0; entry b 25.0.

Entry a
C2H10N2S | ωB97M-V/def2-TZVPD

Geometry as XYZ:
```
15
Properties=species:S:1:pos:R:3
N 1.713 -0.033 0.393
C 1.037 0.303 -0.919
N 2.090 0.145 -1.880
H 0.988 0.298 1.050
H 2.490 0.700 0.477
H 0.255 -0.508 -1.137
H 0.514 1.240 -0.972
H 2.402 -0.794 -2.044
H 1.936 0.560 -2.789
C -2.486 -0.005 1.044
S -1.988 -0.508 2.638
H -1.628 -0.329 0.399
H -3.280 -0.568 0.563
H -2.733 1.148 0.908
H -1.310 -1.649 2.268
```

Orbital gap (eV): 9.851
HOMO energy (eV): -9.0
LUMO (eV): 0.826
Net charge: 0
SMILES string: NCN.CS

Atomic partial charges in e from the Löwdin method, atoms 1 to 4: N -0.026; C -0.392; N -0.030; H 0.037

Entry b
C2H10N2S | ωB97M-V/def2-TZVPD

Geometry as XYZ:
```
15
Properties=species:S:1:pos:R:3
N -0.771 2.744 0.413
C -0.148 1.654 -0.241
N 1.261 1.518 0.222
H -1.171 2.623 1.337
H -1.484 3.182 -0.139
H -0.630 0.678 -0.084
H -0.071 1.767 -1.328
H 1.800 0.683 0.069
H 1.699 2.340 -0.167
C -0.309 -3.345 -0.395
S 0.235 -2.027 0.783
H 0.328 -4.172 -0.081
H -1.320 -3.644 -0.149
H -0.132 -3.157 -1.445
H 0.710 -0.845 1.205
```

Orbital gap (eV): 8.698
HOMO energy (eV): -8.8
LUMO (eV): -0.115
Net charge: 0
SMILES string: NCN.CS

Atomic partial charges in e from the Löwdin method, atoms 1 to 4: N 0.000; C -0.400; N -0.023; H 0.074

Energies in kcal/mol, measured from the most stable structure: entry a 0.0; entry b 42.0.

Entry a
C4H12N2 | ωB97M-V/def2-TZVPD

Geometry as XYZ:
```
18
Properties=species:S:1:pos:R:3
C 2.534 0.466 1.123
N 1.421 0.484 1.709
C 0.089 -0.044 1.282
C -0.046 0.049 -0.226
C -1.488 -0.334 -0.540
N -1.570 -0.339 -2.032
H 2.479 0.147 -0.117
H 3.495 0.761 1.486
H 1.388 0.869 2.704
H -0.016 -1.041 1.718
H -0.631 0.614 1.656
H 0.177 1.064 -0.473
H 0.589 -0.612 -0.780
H -2.219 0.270 -0.131
H -1.795 -1.321 -0.245
H -0.800 0.232 -2.359
H -1.188 -1.237 -2.260
H -2.418 -0.027 -2.515
```

Orbital gap (eV): 13.131
HOMO energy (eV): -21.5
LUMO (eV): -8.332
Net charge: +2
SMILES string: C=[NH+]CCC[NH3+]

Atomic partial charges in e from the Löwdin method, atoms 1 to 4: C 0.188; N 0.045; C -0.094; C -0.168

Entry b
C4H12N2 | ωB97M-V/def2-TZVPD

Geometry as XYZ:
```
18
Properties=species:S:1:pos:R:3
N -1.335 -1.954 2.043
C -0.270 -1.314 1.211
C -0.587 -0.684 0.093
C 0.449 -0.220 -0.901
C 0.310 1.186 -1.446
N 1.229 2.262 -0.832
H -0.913 -2.763 2.516
H -1.588 -1.303 2.790
H -2.166 -2.248 1.531
H 0.743 -1.539 1.498
H -1.591 -0.354 -0.135
H 0.254 -0.825 -1.771
H 1.444 -0.540 -0.585
H 0.251 1.378 -2.513
H -0.685 1.536 -1.216
H 1.500 2.888 -1.594
H 0.820 2.691 -0.005
H 2.133 1.802 -0.685
```

Orbital gap (eV): 12.045
HOMO energy (eV): -18.8
LUMO (eV): -6.794
Net charge: +2
SMILES string: [NH3+]/C=C/CC[NH3+]

Atomic partial charges in e from the Löwdin method, atoms 1 to 4: N 0.228; C -0.050; C -0.055; C -0.149

Entry c
C4H12N2 | ωB97M-V/def2-TZVPD

Geometry as XYZ:
```
18
Properties=species:S:1:pos:R:3
C -0.488 -0.667 0.721
C 0.640 0.056 0.172
C 0.049 -0.068 -1.270
C 0.178 -1.246 -1.906
N -0.412 1.144 -2.057
N 0.009 0.226 2.955
H -0.527 -1.710 1.047
H -1.485 -0.252 0.774
H 1.693 -0.240 0.364
H 0.504 1.141 0.548
H 0.284 -1.132 -2.993
H 0.608 -2.120 -1.407
H -0.116 0.982 -3.040
H -1.390 1.425 -2.105
H 0.247 1.901 -1.789
H 0.939 -0.084 3.238
H -0.551 -0.500 3.384
H -0.182 1.143 3.362
```

Orbital gap (eV): 8.930
HOMO energy (eV): -18.8
LUMO (eV): -9.848
Net charge: +2

Atomic partial charges in e from the Löwdin method, atoms 1 to 4: C 0.190; C -0.154; C -0.263; C 0.194

Entry d
C4H12N2 | ωB97M-V/def2-TZVPD

Geometry as XYZ:
```
18
Properties=species:S:1:pos:R:3
C 0.675 -0.631 0.434
C 0.302 -0.645 -0.950
C -1.166 -0.430 -0.560
C -1.529 0.580 0.244
N -2.884 0.484 0.912
N 3.371 0.413 -0.625
H 0.266 -1.285 1.186
H 1.331 0.157 0.822
H 0.625 -1.671 -1.354
H 0.543 0.014 -1.765
H -1.787 -1.293 -0.809
H -1.117 1.597 0.205
H -3.387 -0.282 0.431
H -3.508 1.305 0.912
H -2.908 0.203 1.906
H 3.400 -0.252 0.159
H 3.396 1.376 -0.290
H 4.376 0.361 -0.859
```

Orbital gap (eV): 6.446
HOMO energy (eV): -17.2
LUMO (eV): -10.761
Net charge: +2

Atomic partial charges in e from the Löwdin method, atoms 1 to 4: C 0.285; C -0.142; C -0.016; C 0.005

Energies in kcal/mol, measured from the most stable structure: entry a 19.7; entry b 0.0; entry c 75.4; entry d 98.3.

Entry a
C2H8NOS | ωB97M-V/def2-TZVPD

Geometry as XYZ:
```
13
Properties=species:S:1:pos:R:3
C -1.211 -1.751 0.254
S 0.336 -2.252 -0.663
H -1.241 -2.396 1.143
H -2.058 -1.911 -0.396
H -1.179 -0.715 0.621
N 0.464 1.463 -1.088
C 0.821 1.407 0.338
O 1.740 0.394 0.565
H -0.408 1.997 -1.198
H 0.210 0.522 -1.409
H -0.073 1.333 0.973
H 1.324 2.347 0.587
H 1.273 -0.439 0.272
```

Orbital gap (eV): 6.819
HOMO energy (eV): -2.7
LUMO (eV): 4.076
Net charge: -1

Atomic partial charges in e from the Löwdin method, atoms 1 to 4: C -0.645; S 0.100; H -0.020; H -0.030

Entry b
C2H8NOS | ωB97M-V/def2-TZVPD

Geometry as XYZ:
```
13
Properties=species:S:1:pos:R:3
C 0.131 1.825 -0.229
C -0.370 0.425 0.258
S 0.652 -1.115 0.167
N 0.997 1.733 -1.457
H 0.796 2.390 0.486
H -0.732 2.391 -0.641
H -1.408 0.233 0.024
H -0.354 0.586 1.287
H 0.615 0.865 -1.998
H 1.972 1.411 -1.194
H -1.496 -3.783 1.028
H -0.200 -3.033 1.078
O -0.603 -3.929 1.191
```

Orbital gap (eV): 6.929
HOMO energy (eV): -2.8
LUMO (eV): 4.157
Net charge: -1

Atomic partial charges in e from the Löwdin method, atoms 1 to 4: C -0.357; C -0.734; S 0.206; N -0.118

Energies in kcal/mol, measured from the most stable structure: entry a 0.0; entry b 8.1.